131
Properties=species:S:1:pos:R:3:forces:R:3:mulliken_charge:R:1 method="wB97M-V/def2-TZVPD" spin_multiplicity=1 total_charge=0 smiles="CCCCCCCCCCCCCCC1=CC(=O)C=C(N)C1=O.CCOC(=O)OC.CCOC(=O)OC.CCOC(=O)OC.CCOC(=O)OC.CCOC(=O)OC" homo_ev=-9.55 lumo_ev=-1.4
C -2.957104 -1.555061 2.031976 0.72 -0.17 0.44 -0.831
C -1.817525 -2.434840 1.323460 -1.20 -0.14 -1.37 0.035
C -2.338663 -2.792182 -0.179668 0.83 -0.60 0.79 -0.718
C -1.017143 -3.168337 -1.029725 -0.99 1.05 -0.25 -0.716
C -0.633305 -1.876993 -1.940786 0.15 -0.50 0.27 -0.628
C 0.617346 -1.048398 -1.369261 0.74 -0.57 -0.52 0.283
C 1.749612 -0.955273 -2.505291 -0.01 0.97 -0.10 -0.082
C 1.252271 -0.307958 -3.888707 0.02 0.25 0.32 -0.689
C 1.117833 1.295257 -3.764545 0.63 -0.37 -0.71 0.035
C 2.322676 2.002570 -4.589628 -0.21 0.14 1.06 -1.007
C 3.566424 2.182318 -3.603621 0.44 -1.00 0.15 0.656
C 4.820845 2.954874 -4.223751 -1.24 0.77 -0.19 -0.896
C 5.795673 3.614834 -3.144257 0.89 -0.18 -0.76 -0.591
C 6.121541 2.686961 -1.886790 0.45 0.78 1.44 -0.207
C 6.556293 3.556480 -0.596687 1.91 -0.20 1.30 0.669
C 7.677073 3.211552 0.196250 -1.66 1.43 -0.52 -0.524
C 8.059907 4.065124 1.499605 0.48 -0.19 1.19 0.327
O 8.713684 3.567433 2.451516 -1.98 1.55 -3.28 -0.598
C 7.533152 5.562114 1.560416 -2.00 0.08 -1.80 -0.547
C 6.396016 5.939145 0.789358 1.95 -0.79 0.86 0.098
N 5.831553 7.293534 0.822752 0.23 -2.16 -1.10 -0.636
C 5.694549 4.832128 -0.137782 -1.48 -0.68 -0.42 0.450
O 4.494421 4.905955 -0.493734 3.94 0.38 1.08 -0.511
H -3.920572 -1.570968 1.429448 1.24 0.02 0.73 0.169
H -2.560356 -0.477215 2.079115 -0.90 -1.55 0.18 0.218
H -3.198328 -1.966815 3.079819 0.42 0.91 -1.50 0.277
H -0.838883 -1.855849 1.177773 -1.41 -0.77 0.51 -0.098
H -1.610404 -3.435989 1.831556 -0.18 1.49 -0.44 0.297
H -3.094338 -3.657702 -0.158211 1.12 1.20 0.15 0.292
H -2.903279 -1.888337 -0.581846 0.94 -1.16 0.28 0.340
H -0.185827 -3.389189 -0.284426 -0.94 0.22 -1.07 0.280
H -1.154989 -4.094433 -1.682159 0.07 1.30 0.83 0.423
H -1.507354 -1.137927 -2.033205 1.08 -1.36 0.13 0.261
H -0.440999 -2.300329 -2.992912 0.02 0.94 1.53 0.301
H 0.321386 -0.011752 -0.967702 0.35 -1.46 -0.86 0.102
H 1.114875 -1.581496 -0.475662 -0.91 0.64 -1.27 -0.201
H 2.572258 -0.251766 -2.106434 -1.01 -1.14 -0.62 -0.201
H 2.241730 -1.955116 -2.740027 -0.80 1.09 0.62 0.211
H 2.018987 -0.616002 -4.685098 -1.06 0.67 1.03 0.392
H 0.244707 -0.699373 -4.255278 1.38 0.21 0.70 0.319
H 0.095976 1.622601 -4.152134 1.41 -0.32 0.52 0.426
H 1.210475 1.575224 -2.665014 -0.28 -0.20 -1.36 -0.333
H 2.569774 1.309113 -5.455718 -0.15 1.13 0.91 0.280
H 2.035318 3.041628 -4.969790 0.25 -1.43 0.38 0.389
H 3.195322 2.631111 -2.608285 0.61 -0.30 -1.59 -0.184
H 3.945459 1.128047 -3.320246 -0.65 1.46 -0.34 -0.014
H 5.334510 2.272646 -4.980515 -0.42 0.85 1.21 0.348
H 4.388528 3.827210 -4.844872 0.74 -1.25 0.83 0.312
H 5.430550 4.668611 -2.860872 0.28 -1.88 -0.17 0.272
H 6.800484 3.796443 -3.682089 -1.44 -0.19 0.85 0.309
H 5.259287 2.036401 -1.532322 0.85 0.91 -0.70 -0.099
H 7.013885 1.988106 -2.078287 -1.40 1.02 0.12 0.410
H 8.346994 2.327146 -0.044375 -1.04 1.18 0.46 0.270
H 8.020238 6.376155 2.196998 -0.62 -1.67 -0.72 0.358
H 6.470962 7.980723 0.403077 -0.24 -0.50 0.40 0.279
H 4.980691 7.261707 0.239949 0.44 0.20 0.46 0.304
C 6.111765 1.944590 4.423054 -0.13 -0.20 0.25 -1.364
C 5.479994 1.887219 3.045958 0.36 0.60 0.28 0.761
O 5.063283 0.553362 2.726229 -0.53 -0.29 -0.14 -0.342
C 3.912024 0.157412 3.290814 0.35 0.17 0.12 0.741
O 3.215419 0.815667 4.021624 0.11 -0.24 -0.32 -0.572
O 3.681448 -1.113062 2.916873 -0.06 0.49 0.29 -0.410
C 2.525880 -1.693458 3.521800 -0.40 -0.30 0.15 -0.813
H 6.918402 1.211668 4.505959 0.04 0.16 -0.14 0.315
H 6.513988 2.939538 4.622328 0.02 -0.06 -0.09 0.366
H 5.383622 1.705364 5.201439 -0.03 0.11 -0.11 0.410
H 6.220964 2.171826 2.296000 -0.14 -0.35 -0.04 -0.137
H 4.644125 2.586945 2.955444 -0.07 -0.23 0.08 0.000
H 1.643247 -1.069276 3.371840 0.16 0.04 0.11 0.315
H 2.705577 -1.856464 4.586376 -0.09 0.14 -0.07 0.284
H 2.349740 -2.659685 3.047469 0.25 0.13 -0.10 0.297
C -7.999219 2.598333 -0.767896 -0.14 -0.07 0.30 -1.089
C -7.546793 1.473859 -1.679800 -0.15 0.58 -0.22 -0.192
O -7.105098 0.342663 -0.920753 -0.16 -0.45 0.04 -0.302
C -8.079500 -0.433136 -0.418928 0.16 0.18 0.12 0.679
O -9.265451 -0.263343 -0.558251 0.35 -0.10 -0.01 -0.563
O -7.503253 -1.418405 0.286966 -0.08 0.27 -0.31 -0.231
C -8.433293 -2.271000 0.954119 -0.22 -0.37 0.26 -0.671
H -7.216524 2.845393 -0.045772 0.04 0.03 -0.17 0.281
H -8.243037 3.491176 -1.346968 0.05 -0.06 0.00 0.361
H -8.881951 2.309424 -0.193340 0.01 0.00 -0.16 0.309
H -6.690275 1.807743 -2.270292 0.07 -0.29 0.18 0.290
H -8.331250 1.185520 -2.384598 0.00 -0.11 0.22 0.308
H -9.179834 -2.663755 0.261791 0.02 0.18 0.08 0.301
H -8.913712 -1.729527 1.771763 -0.09 -0.03 -0.17 0.303
H -7.877926 -3.110271 1.373594 0.16 0.22 -0.14 0.207
C 1.893669 3.771978 0.114558 -0.48 0.11 -0.24 -0.791
C 1.674603 3.956715 1.603748 0.41 -0.53 -0.28 -0.268
O 0.827502 5.082870 1.863062 -0.50 0.07 0.19 -0.410
C -0.484896 4.873040 1.678633 0.31 0.05 -0.14 0.721
O -0.997355 3.838506 1.329097 0.08 0.31 0.17 -0.554
O -1.129041 6.024841 1.928319 0.19 -0.29 0.03 -0.353
C -2.532612 5.965034 1.682347 -0.43 0.09 -0.03 -0.629
H 2.259240 4.695316 -0.336615 0.06 -0.17 0.14 0.319
H 2.615389 2.974645 -0.074046 0.02 0.07 0.04 0.148
H 0.959806 3.518133 -0.393426 0.01 -0.13 0.16 0.457
H 2.631603 4.166916 2.087879 -0.22 0.26 0.07 0.120
H 1.270810 3.052784 2.067883 -0.14 0.17 -0.05 0.385
H -2.993417 5.129358 2.212001 0.12 -0.01 -0.16 0.290
H -2.719402 5.889968 0.608917 -0.02 -0.15 0.11 0.285
H -2.975942 6.891715 2.047987 0.30 -0.01 0.01 0.224
C 7.433952 -3.874541 -3.710717 -0.08 0.32 0.02 -1.081
C 6.862418 -4.891255 -2.740949 0.19 -0.16 -0.56 -0.141
O 6.643793 -4.306121 -1.452497 -0.38 0.06 0.21 -0.407
C 5.538146 -3.551538 -1.340342 0.24 0.12 0.12 0.766
O 4.731756 -3.339252 -2.212840 0.19 -0.12 0.23 -0.568
O 5.498815 -3.054573 -0.094884 0.04 -0.33 -0.50 -0.431
C 4.412598 -2.155965 0.134171 -0.30 0.30 0.38 0.060
H 8.330423 -3.408046 -3.293702 0.01 -0.18 -0.03 0.295
H 7.688960 -4.347621 -4.661042 0.00 -0.01 0.07 0.354
H 6.719849 -3.071703 -3.906900 -0.03 -0.15 -0.02 0.285
H 7.581758 -5.701222 -2.598455 -0.09 0.15 0.29 0.296
H 5.942411 -5.341082 -3.123736 -0.02 0.21 0.12 0.294
H 3.458133 -2.607908 -0.144675 0.13 0.05 -0.19 0.192
H 4.574875 -1.228183 -0.419809 -0.13 -0.12 -0.09 0.100
H 4.385972 -1.923075 1.200241 0.32 -0.24 -0.42 0.115
C -14.085054 -5.846200 2.306934 0.10 -0.02 0.32 -1.087
C -13.059599 -6.075200 1.213031 -0.66 -0.08 -0.11 -0.190
O -11.753792 -5.668215 1.638948 0.45 -0.24 0.09 -0.313
C -11.113196 -6.530716 2.443814 -0.21 0.22 0.01 0.718
O -11.533134 -7.595944 2.821763 0.20 0.29 -0.15 -0.557
O -9.930545 -5.988484 2.775804 -0.27 -0.12 -0.21 -0.272
C -9.180006 -6.766696 3.706827 0.33 -0.17 0.29 -0.657
H -14.050727 -4.810322 2.654531 -0.06 -0.03 -0.17 0.288
H -15.091354 -6.066472 1.945530 0.07 0.03 -0.03 0.354
H -13.884917 -6.479178 3.174168 -0.02 -0.05 -0.15 0.310
H -13.310992 -5.460608 0.345424 0.32 0.06 0.12 0.292
H -13.051549 -7.116126 0.878991 0.15 0.06 0.19 0.306
H -9.061988 -7.795016 3.360839 -0.17 0.09 0.07 0.305
H -9.662978 -6.743231 4.685976 -0.01 -0.15 -0.12 0.298
H -8.190543 -6.317492 3.797013 -0.20 0.15 -0.17 0.209